Formula: C22H31BCl2FNO21S
Source: the Open Molecules 2025 dataset
Level of theory: ωB97M-V with the def2-TZVPD basis set

SMILES = CB(O)N(/C(Cl)=C(/C)Cl)S(=O)(=O)F.O=C1OCCO1.O=C1OCCO1.O=C1OCCO1.O=C1OCCO1.O=C1OCCO1.O=C1OCCO1
E_LUMO = -0.1 eV
Total charge = 0
Electronic energy = -107079.5785 eV
Largest force on an atom = 1.52 eV Å⁻¹
HOMO energy = -9.08 eV

Last column: Löwdin charge in e.
Element x y z (Å)
C  -3.62  -2.32  0.23  -0.02
B  -4.08  -1.94  -1.20  -0.61
O  -4.87  -0.82  -1.39  0.14
N  -3.70  -2.67  -2.50  -0.08
C  -2.41  -2.33  -2.99  -0.70
Cl  -1.27  -1.66  -1.86  0.84
C  -2.02  -2.41  -4.26  -0.71
C  -0.68  -1.99  -4.77  -0.14
Cl  -3.10  -2.98  -5.48  0.78
S  -4.08  -4.30  -2.44  0.58
O  -4.60  -4.62  -1.16  -0.22
O  -4.85  -4.65  -3.57  -0.26
F  -2.70  -4.96  -2.60  -0.10
H  -4.37  -2.97  0.69  0.08
H  -2.70  -2.88  0.22  0.06
H  -3.47  -1.43  0.84  0.05
H  -4.30  -0.05  -1.42  0.13
H  0.12  -2.25  -4.09  0.05
H  -0.51  -2.54  -5.70  0.07
H  -0.68  -0.94  -5.02  0.09
C  -0.13  -0.89  3.67  -0.10
C  0.86  -0.20  2.76  -0.12
O  0.13  -0.09  1.53  0.07
C  -1.19  -0.12  1.83  -0.56
O  -2.06  0.11  1.05  0.13
O  -1.39  -0.46  3.12  0.08
H  -0.03  -0.58  4.70  0.14
H  -0.06  -1.98  3.61  0.12
H  1.12  0.80  3.10  0.11
H  1.77  -0.77  2.62  0.12
C  3.80  2.78  1.68  -0.10
C  5.09  3.13  2.39  -0.11
O  4.66  3.30  3.75  0.05
C  3.51  2.60  3.91  -0.57
O  2.98  2.39  4.96  0.15
O  3.04  2.16  2.72  0.04
H  3.93  2.09  0.84  0.14
H  3.26  3.66  1.33  0.14
H  5.82  2.32  2.35  0.13
H  5.55  4.04  2.02  0.13
C  4.42  -2.83  5.87  -0.11
C  4.05  -1.69  4.95  -0.11
O  2.85  -2.17  4.34  0.03
C  2.29  -3.10  5.17  -0.56
O  1.21  -3.56  5.04  0.17
O  3.15  -3.41  6.17  0.07
H  4.91  -2.51  6.79  0.13
H  5.04  -3.58  5.38  0.13
H  3.82  -0.77  5.49  0.13
H  4.80  -1.48  4.20  0.13
C  -6.82  -1.50  -3.72  -0.11
C  -5.92  -0.66  -4.59  -0.12
O  -6.66  -0.57  -5.81  0.06
C  -7.97  -0.77  -5.53  -0.58
O  -8.86  -0.59  -6.30  0.16
O  -8.12  -1.19  -4.26  0.07
H  -6.77  -1.25  -2.67  0.11
H  -6.64  -2.57  -3.85  0.13
H  -5.78  0.35  -4.19  0.13
H  -4.95  -1.11  -4.76  0.08
C  1.92  5.76  6.02  -0.11
C  2.92  6.46  5.13  -0.12
O  2.20  6.58  3.90  0.05
C  0.87  6.54  4.19  -0.57
O  0.00  6.78  3.41  0.17
O  0.67  6.18  5.48  0.07
H  2.02  6.05  7.07  0.13
H  1.99  4.67  5.95  0.12
H  3.18  7.46  5.49  0.13
H  3.83  5.88  4.99  0.12
C  2.58  -0.16  -7.39  -0.11
C  3.85  0.27  -6.69  -0.11
O  3.43  0.35  -5.32  0.06
C  2.35  -0.46  -5.16  -0.56
O  1.87  -0.74  -4.12  0.15
O  1.90  -0.89  -6.36  0.05
H  2.76  -0.80  -8.25  0.13
H  1.96  0.68  -7.69  0.13
H  4.65  -0.47  -6.76  0.13
H  4.22  1.24  -7.03  0.13